(1)
Entry from the Open Molecules 2025 dataset: the molecule C3H7N3O in a non-equilibrium geometry (ωB97M-V/def2-TZVPD).

Structure (XYZ):
```
14
Properties=species:S:1:pos:R:3
C -1.59455 -0.99830 0.31194
N -0.22285 -0.62207 -0.83001
N 0.87706 -1.43093 -0.41349
C 1.59381 -0.24546 -0.06159
O 2.64110 -0.00693 0.42384
N 0.52833 0.51220 -0.42987
C 0.08127 1.77377 -0.00264
H -2.44813 -0.71191 -0.19639
H -1.19087 -1.97307 0.48468
H -1.40909 -0.22356 1.03155
H 1.04034 -2.36505 -0.89927
H 0.65811 1.77913 0.94733
H 0.32195 2.66254 -0.73044
H -0.87647 1.84965 0.36435
```

HOMO energy   -8.1845 eV
Structure (SMILES)   Cn1[nH]c(=O)n1C
2S+1   1
Orbital gap   9.1 eV
Total charge   0
E_tot   -357.86510 hartree

natural (NBO) population analysis, charges in e, atoms 1 to 8: -0.439 -0.088 -0.557 0.755 -0.592 -0.322 -0.431 0.202

(2)
Entry from the Open Molecules 2025 dataset: the molecule C3H5N3 in a non-equilibrium geometry (ωB97M-V/def2-TZVPD).

Structure (XYZ):
```
11
Properties=species:S:1:pos:R:3
C 0.88751 -1.22121 -0.54968
C 0.29417 0.03577 0.02444
C -1.11627 0.37007 0.14275
N -1.49678 1.47052 0.66985
N 1.58020 1.88603 0.94223
N 1.06307 0.98241 0.49910
H 1.60679 -1.01788 -1.35065
H 0.08350 -1.82292 -0.98428
H 1.38757 -1.84168 0.20352
H -1.79286 -0.39558 -0.25885
H -2.51084 1.54584 0.66842
```

HOMO energy   -8.2039 eV
2S+1   1
Orbital gap   9.1 eV
Total charge   0
E_tot   -281.51139 hartree

natural (NBO) population analysis, charges in e, atoms 1 to 8: -0.615 -0.143 0.102 -0.672 0.052 0.104 0.220 0.227

(3)
Entry from the Open Molecules 2025 dataset: the ion C11H17N2 with charge +1 in a non-equilibrium geometry (ωB97M-V/def2-TZVPD).

Structure (XYZ):
```
30
Properties=species:S:1:pos:R:3
C 1.93986 -1.75588 0.80837
C 0.85088 -0.98340 0.81617
C 0.68311 0.41147 0.39626
N -0.77946 0.56889 -0.04672
N -1.19576 -0.12818 -1.07238
C -2.38156 0.17994 -1.64836
C -2.92190 -0.38518 -2.79386
C -2.22235 -1.37986 -3.43088
C -1.07355 -1.78502 -2.77694
C -0.55322 -1.16613 -1.63395
C 0.95710 1.49411 1.47543
C 2.50710 1.54040 1.65678
C 0.06663 1.31793 2.71477
H 2.14140 -2.68669 1.26490
H 2.80312 -1.31232 0.41137
H -0.04136 -1.24794 1.50739
H 1.35479 0.50098 -0.40617
H -1.52901 0.96237 0.51987
H -2.86663 1.00671 -1.04409
H -3.84014 -0.14895 -3.25737
H -2.67213 -1.82802 -4.23188
H -0.52110 -2.65038 -3.27757
H 0.32782 -1.69690 -1.35324
H 0.61396 2.50806 1.26899
H 2.79753 0.73595 2.17331
H 2.63493 2.43880 2.23810
H 3.18675 1.54901 0.75643
H 0.49777 0.48702 3.21844
H 0.09539 2.36563 3.28672
H -0.85995 1.08756 2.46013
```

HOMO energy   -13.2188 eV
Structure (SMILES)   C=C[C@@H](N[n+]1ccccc1)C(C)C
2S+1   1
Orbital gap   9.3 eV
Total charge   +1
E_tot   -538.46784 hartree

natural (NBO) population analysis, charges in e, atoms 1 to 8: -0.350 -0.233 -0.093 -0.403 -0.060 0.045 -0.197 -0.136

Q: Look up the HOMO energy of the first one.
A: -8.1845 eV